DFT (ωB97M-V/def2-TZVPD) results for a cluster of 6 separate species, C31H76N5O13 in total.

```
125
Properties=species:S:1:pos:R:3:lowdin_charge:R:1
C 44.4790 33.0110 50.2940 -0.777
O 45.5240 33.4400 50.9340 -0.090
O 43.4170 32.5960 50.9320 0.125
O 44.4690 33.1200 49.0280 -0.054
H 43.6420 32.7330 51.8250 0.046
C 46.6570 31.0660 43.8630 -0.213
O 47.0990 31.9930 44.6340 -0.158
C 46.1580 32.6880 45.3630 -0.232
C 47.0020 33.4350 46.3060 -0.212
N 46.2020 34.3770 47.0870 -0.032
C 47.0110 35.1540 47.9710 -0.185
C 46.0810 36.1980 48.6930 -0.121
O 46.8920 37.0900 49.5490 -0.155
C 47.1160 36.6950 50.7520 -0.229
H 46.0170 31.5930 43.0130 0.128
H 45.9790 30.2820 44.4540 0.131
H 47.3430 30.4830 43.4430 0.027
H 45.5320 32.1230 46.0080 0.112
H 45.3810 33.4560 44.7970 0.184
H 47.7830 33.7940 45.7920 0.087
H 47.4640 32.9090 47.0610 0.105
H 45.5440 33.8860 47.6100 0.038
H 47.7120 35.7560 47.5890 0.090
H 47.1880 34.5670 48.7720 0.066
H 45.3300 35.5940 49.1120 0.068
H 45.5530 36.8970 47.9140 0.149
H 47.7730 37.3390 51.3400 0.092
H 47.5090 35.7550 50.6120 0.046
H 46.2830 36.5220 51.5190 0.092
C 35.7320 25.3800 53.2570 -0.336
O 36.0840 26.5220 53.0220 -0.148
C 37.5960 26.8250 53.1930 -0.062
C 37.7500 28.3680 52.9890 -0.176
N 39.1520 28.7110 53.3020 -0.065
C 39.2630 30.1350 53.5000 -0.196
C 40.7640 30.6520 53.5580 -0.084
O 40.8110 31.9510 54.3310 -0.124
C 42.1270 32.2740 54.4570 -0.146
H 34.5610 25.2380 53.2490 0.126
H 36.2390 24.8830 54.0430 0.075
H 35.8490 24.7750 52.3220 0.086
H 38.3090 26.2650 52.6310 0.116
H 37.7990 26.6070 54.1330 0.060
H 36.9640 28.8580 53.6210 0.143
H 37.6810 28.5920 51.9470 0.107
H 39.6030 28.5170 52.4130 0.112
H 38.7680 30.4680 54.2810 0.065
H 38.8020 30.7070 52.7490 0.105
H 41.0220 30.5550 52.6080 0.072
H 41.4330 30.0590 54.1100 0.102
H 42.5270 32.3330 53.6020 0.003
H 42.6140 31.6070 54.9990 0.058
H 42.2660 33.2090 54.8870 0.088
C 36.2950 41.8240 54.0020 -0.269
O 36.7410 40.7400 53.6220 -0.150
C 38.1500 40.6050 53.6100 -0.185
C 38.3810 39.7920 52.4400 -0.236
N 39.7270 39.2360 52.4080 -0.049
C 39.9010 38.4160 51.1240 -0.161
C 41.2860 37.8620 51.2010 -0.238
O 41.3530 36.7190 50.3180 -0.168
C 42.7430 36.3170 50.0320 -0.035
H 36.5860 42.7140 53.2200 0.146
H 36.6030 42.0920 54.9480 0.065
H 35.2680 41.7960 54.0450 0.068
H 38.3180 39.9200 54.5440 0.169
H 38.7430 41.4780 53.6310 0.118
H 38.2510 40.2290 51.6350 0.037
H 37.6020 38.9290 52.4520 0.161
H 40.2790 38.8510 53.1050 0.068
H 39.9610 39.2300 50.3420 0.131
H 39.0700 37.6310 51.0010 0.146
H 41.3480 37.5590 52.1540 0.073
H 42.0040 38.5790 50.9680 0.113
H 42.6900 35.3100 49.8290 0.056
H 43.2320 36.1670 51.0570 0.114
H 43.3360 36.8830 49.4800 0.028
C 57.4120 29.3930 53.7250 -0.195
O 56.4760 29.5060 52.8220 -0.214
C 55.3770 30.3200 53.1190 -0.234
C 54.2960 30.1120 52.0670 -0.185
N 53.1280 30.9600 52.3070 -0.061
C 52.0510 30.8810 51.3310 -0.207
C 51.0350 32.0610 51.4910 -0.273
O 50.0360 31.9080 50.5560 -0.130
C 48.8490 32.7080 50.7150 -0.050
H 56.8100 28.7100 54.4940 0.132
H 57.6500 30.3760 54.2400 0.097
H 58.2940 28.9800 53.1870 0.101
H 55.8190 31.3340 53.0400 0.131
H 55.0360 30.3410 54.0900 0.096
H 54.0230 29.0850 52.2570 0.125
H 54.8380 30.3580 51.1830 0.115
H 53.5630 31.8060 52.2240 0.058
H 51.3600 29.9160 51.5690 0.164
H 52.3570 30.7810 50.3540 0.078
H 51.7680 32.9060 51.5500 0.117
H 50.7570 32.0430 52.6050 0.138
H 47.9170 32.5740 50.2840 0.061
H 48.9030 33.5520 50.3210 -0.011
H 48.6790 32.9400 51.7770 0.108
C 44.7160 36.8350 55.2000 -0.213
O 45.0680 35.5910 55.3220 -0.208
C 44.9920 34.7880 54.1860 -0.206
C 45.8310 33.5430 54.5150 -0.139
N 45.5100 32.4950 53.5010 -0.037
C 46.2510 31.2790 53.7820 -0.209
C 46.1630 30.1510 52.6550 -0.148
O 47.1590 29.1000 53.0170 -0.248
C 47.0410 27.9310 52.1880 -0.141
H 43.7080 36.8430 54.8180 0.065
H 45.4200 37.2610 54.3160 0.117
H 44.9040 37.6040 56.1580 0.143
H 45.2600 35.3960 53.2670 0.116
H 43.9750 34.6110 53.9180 0.097
H 45.5960 33.2490 55.5080 0.107
H 46.8360 33.8720 54.5590 0.101
H 45.5790 32.7560 52.6210 -0.033
H 45.7190 30.7060 54.6790 0.130
H 47.2510 31.5350 54.2620 0.118
H 46.5610 30.6610 51.7300 0.125
H 45.1250 29.7460 52.7120 0.123
H 47.2220 28.3870 51.1530 0.100
H 46.0010 27.3850 52.3190 0.105
H 47.7090 27.0700 52.3190 0.064
```

Results
ΔE to the lowest compared entry with this formula, charge and spin = 7.6 kcal/mol
multiplicity = 1
net charge = -1